(1)
{"formula": "C45H45Cl3CsIN12O2S5", "method": "ωB97M-V/def2-TZVPD", "e_above_lowest_kcal_mol": 10.34, "gap_ha": 0.128, "total_charge": -2, "e_tot_ev": -169768.4905, "homo_energy_ev": -0.72, "symbols": ["Cs", "I", "Cl", "Cl", "Cl", "S", "S", "S", "S", "S", "O", "O", "N", "N", "N", "N", "N", "N", "N", "N", "N", "N", "N", "N", "C", "C", "C", "C", "C", "C", "C", "C", "C", "C", "C", "C", "C", "C", "C", "C", "C", "C", "C", "C", "C", "C", "C", "C", "C", "C", "C", "C", "C", "C", "C", "C", "C", "C", "C", "C", "C", "C", "C", "C", "C", "C", "C", "C", "C", "H", "H", "H", "H", "H", "H", "H", "H", "H", "H", "H", "H", "H", "H", "H", "H", "H", "H", "H", "H", "H", "H", "H", "H", "H", "H", "H", "H", "H", "H", "H", "H", "H", "H", "H", "H", "H", "H", "H", "H", "H", "H", "H", "H", "H"], "xyz": [[-0.728, -1.133, 0.302], [-3.770, -1.981, -1.287], [2.978, 0.769, -9.488], [-1.105, -1.648, -8.750], [-0.621, 3.141, -6.398], [1.742, -3.451, 1.687], [4.614, -2.830, 1.475], [4.457, 1.793, -7.113], [4.904, -1.534, 4.035], [2.077, -1.665, 4.851], [6.919, -1.853, 2.343], [2.601, -2.681, -6.767], [-1.657, -1.507, 3.366], [-3.197, -3.001, 4.407], [-3.922, -0.998, 3.421], [1.236, 3.718, 7.748], [0.615, -2.385, -2.399], [0.919, -3.114, -4.462], [2.221, 3.629, 6.931], [1.676, 2.989, 1.737], [-1.691, 2.075, 0.496], [-1.405, 1.300, -2.149], [2.044, 2.565, 6.124], [2.430, 2.891, 3.808], [-2.842, -1.824, 3.709], [0.594, -3.518, -5.807], [3.261, -2.073, 3.631], [1.443, 4.189, 2.370], [0.029, -2.678, -3.527], [0.213, 0.830, 5.878], [2.160, -3.105, -3.855], [3.297, -2.007, -7.807], [1.186, -2.598, -6.873], [0.687, -1.173, -6.746], [-3.737, 1.144, -3.648], [-3.701, 1.875, -2.472], [3.124, -2.700, 2.438], [2.958, 2.328, 5.032], [-2.851, 4.560, 0.921], [-0.310, -0.648, -7.557], [4.532, -0.541, -6.080], [0.869, 1.942, 6.419], [-5.156, -1.591, 2.926], [-0.991, 0.517, 6.462], [-0.119, 1.487, -6.525], [2.810, 0.858, 2.433], [2.285, 2.232, 2.618], [-1.531, 2.718, 1.645], [-1.527, 1.265, 7.538], [-3.610, 0.266, 2.783], [3.769, 0.485, -7.985], [-2.091, 3.961, 1.910], [1.903, 4.157, 3.650], [-2.152, -4.005, 4.501], [0.356, 2.694, 7.473], [-0.722, 0.673, -7.465], [5.734, -2.032, 2.567], [-2.595, 0.479, -4.054], [4.901, 0.740, -5.833], [0.855, 0.997, -5.671], [-1.461, 0.581, -3.262], [-2.514, 1.922, -1.752], [-0.870, 2.353, 8.059], [1.240, -0.326, -5.785], [1.950, -2.645, -2.588], [3.860, -0.701, -7.330], [-2.411, 2.661, -0.462], [-3.013, 3.903, -0.289], [-3.873, -2.787, 5.674], [1.989, -0.723, -5.112], [-2.692, 0.664, 3.205], [2.314, 0.121, 3.075], [-3.172, -2.468, 6.460], [-4.345, -3.718, 5.997], [-1.539, -0.337, 6.084], [-3.578, 4.348, -1.098], [1.288, 1.636, -4.913], [-0.921, 2.220, 2.390], [3.879, 0.830, 2.656], [-1.273, 2.931, 8.881], [2.687, 0.539, 1.402], [-5.138, -1.674, 1.832], [-2.589, -0.144, -4.939], [4.101, -2.670, -8.134], [-0.493, -3.495, -5.901], [-4.589, 2.362, -2.091], [-4.641, -2.024, 5.568], [0.895, -2.995, -7.851], [-1.499, 1.053, -8.111], [4.688, -1.353, -5.383], [0.946, 5.003, 1.866], [-4.657, 1.058, -4.211], [-1.680, -4.154, 3.532], [-1.920, 4.438, 2.866], [3.044, -3.427, -4.374], [0.932, -4.540, -5.992], [2.637, -1.835, -8.663], [3.082, 1.253, 4.892], [-0.555, 0.048, -3.526], [-0.957, -2.152, 3.724], [-2.480, 0.966, 7.955], [-4.430, 0.968, 2.961], [5.401, 1.128, -4.961], [-3.302, 5.533, 1.082], [-2.606, -4.948, 4.813], [3.906, 2.782, 5.314], [-5.292, -2.584, 3.342], [-1.035, -2.613, -3.713], [-1.368, -3.742, 5.225], [-6.002, -0.962, 3.216], [-3.481, 0.160, 1.698], [2.658, -2.532, -1.782], [1.877, 4.867, 4.458], [0.633, 0.227, 5.075]]}

(2)
{"formula": "C4H12N2", "method": "ωB97M-V/def2-TZVPD", "e_above_lowest_kcal_mol": 23.97, "gap_ha": 0.352, "e_tot_ev": -7321.9895, "homo_energy_ev": -8.52, "symbols": ["N", "N", "C", "C", "C", "C", "H", "H", "H", "H", "H", "H", "H", "H", "H", "H", "H", "H"], "xyz": [[1.925, -1.182, -0.583], [-1.063, 0.392, 1.135], [0.506, -0.850, -0.513], [0.299, 0.263, 0.577], [0.732, 1.545, -0.106], [-2.140, -0.425, 0.501], [-1.306, 1.360, 0.973], [2.115, -2.106, -0.255], [0.163, -0.458, -1.472], [0.059, 1.896, -0.901], [-1.966, -0.403, -0.572], [1.737, 1.442, -0.515], [-2.182, -1.446, 0.869], [-0.129, -1.711, -0.319], [2.394, -0.930, -1.427], [0.865, 2.416, 0.557], [1.056, 0.090, 1.348], [-3.064, 0.106, 0.704]]}

(3)
{"formula": "C4H4Br2N2", "method": "ωB97M-V/def2-TZVPD", "e_above_lowest_kcal_mol": 70.92, "gap_ha": [0.279, 0.278], "e_tot_ev": -147272.5206, "homo_energy_ev": [-7.98, -7.98], "symbols": ["Br", "Br", "N", "N", "C", "C", "C", "C", "H", "H", "H", "H"], "xyz": [[-2.774, 2.782, -0.696], [0.513, 3.581, 3.341], [0.514, 0.594, 0.417], [-1.084, -0.381, -0.824], [0.455, 2.525, 1.786], [0.881, 1.325, 1.503], [-1.490, 1.882, 0.230], [-0.755, 0.795, -0.184], [1.706, 0.906, 2.037], [-1.981, -0.382, -1.230], [-0.756, -1.164, -0.312], [0.809, -0.329, 0.284]]}

(4)
{"formula": "C4H14N3O", "method": "ωB97M-V/def2-TZVPD", "e_above_lowest_kcal_mol": 145.36, "gap_ha": 0.195, "total_charge": 1, "e_tot_ev": -10881.8577, "homo_energy_ev": -12.56, "symbols": ["O", "N", "N", "N", "C", "C", "C", "C", "H", "H", "H", "H", "H", "H", "H", "H", "H", "H", "H", "H", "H", "H"], "xyz": [[1.561, -2.048, -1.199], [0.027, -0.050, 2.701], [-4.661, 0.389, -0.971], [2.560, 0.783, -1.344], [-0.294, -0.831, 0.461], [1.370, 1.085, -0.590], [1.531, 0.658, 0.845], [0.365, -0.122, 1.376], [-4.484, 1.061, -0.239], [2.344, -0.085, 0.896], [2.556, -0.193, -1.634], [-1.346, -0.959, 0.212], [1.447, -2.812, -1.746], [1.856, 1.455, 1.517], [-0.606, -0.795, 2.974], [-4.702, -0.575, -0.702], [0.807, -1.744, -0.671], [2.829, 1.443, -2.056], [0.516, 0.534, -1.063], [1.086, 2.126, -0.743], [0.790, 0.065, 3.356], [-5.551, 0.614, -1.381]]}

(5)
{"formula": "C4H6N2OS", "method": "ωB97M-V/def2-TZVPD", "e_above_lowest_kcal_mol": 65.87, "gap_ha": 0.356, "e_tot_ev": -20106.4852, "homo_energy_ev": -9.71, "symbols": ["S", "O", "N", "N", "C", "C", "C", "C", "H", "H", "H", "H", "H", "H"], "xyz": [[-1.533, 2.352, 0.347], [-2.431, 0.082, 1.359], [1.743, -0.808, 0.096], [1.073, 1.244, -0.768], [-0.634, -0.270, -0.041], [0.779, 0.165, -0.292], [-1.014, -1.542, -0.314], [-1.620, 0.620, 0.606], [2.047, 1.362, -1.008], [-0.372, 2.529, -0.264], [-0.359, -2.219, -0.860], [1.727, -1.258, 1.154], [2.615, -0.204, 0.103], [-2.021, -2.053, -0.117]]}

(6)
{"formula": "C4Cl2FN", "method": "ωB97M-V/def2-TZVPD", "e_above_lowest_kcal_mol": 0.00, "gap_ha": 0.403, "e_tot_ev": -33397.6524, "homo_energy_ev": -11.33, "symbols": ["Cl", "Cl", "F", "N", "C", "C", "C", "C"], "xyz": [[-0.806, -1.843, -1.703], [1.065, 0.290, -2.434], [-1.346, 0.645, -1.762], [0.692, 0.529, 3.642], [0.215, 0.164, 1.171], [-0.316, -0.164, -1.419], [0.016, 0.017, -0.007], [0.479, 0.362, 2.511]]}